1.
C3H4S3 | ωB97M-V with the def2-TZVPD basis set

For the frontier orbital gap, the calculation gives 7.6 eV. The calculation puts the highest occupied orbital energy at -0.3171 Eh. For the total energy, the calculation gives -1311.1516 hartree.

Structure (XYZ):
```
10
Properties=species:S:1:pos:R:3:lowdin_charge:R:1
C 0.11 -0.77 1.32 -1.33
S 0.36 -0.70 2.99 0.67
H -1.90 1.25 -1.48 0.07
H 1.27 -1.81 3.37 -0.03
C -0.88 1.01 -1.13 -0.64
S -0.68 1.38 0.58 0.66
H 0.12 0.54 -2.88 0.09
C 0.18 0.59 -1.74 -0.17
S 0.33 -1.86 0.16 0.66
H 1.09 0.38 -1.20 0.03
```



2.
C3H4S3 | ωB97M-V with the def2-TZVPD basis set

The SMILES is S=CCSC=S. For the frontier orbital gap, the calculation gives 7.8 eV. The calculation puts the highest occupied orbital energy at -0.3218 Eh. For the total energy, the calculation gives -1311.1552 hartree.

Structure (XYZ):
```
10
Properties=species:S:1:pos:R:3:lowdin_charge:R:1
S -0.43 1.30 -0.01 0.88
H -2.43 1.12 -1.06 0.02
H -0.14 -0.98 1.05 0.05
H 0.75 -0.26 -1.51 0.12
C 1.37 -0.36 -0.42 -0.77
C 0.55 0.00 0.81 -0.62
S 3.05 -0.30 -0.21 0.60
S -2.08 -1.05 -0.08 0.64
H 1.19 0.00 1.81 0.12
C -1.84 0.53 -0.38 -1.04
```



3.
C3H4S3 | ωB97M-V with the def2-TZVPD basis set

The SMILES is C#CC(=S)S.S. For the frontier orbital gap, the calculation gives 7.8 eV. The calculation puts the highest occupied orbital energy at -0.3324 Eh. For the total energy, the calculation gives -1311.1543 hartree.

Structure (XYZ):
```
10
Properties=species:S:1:pos:R:3:lowdin_charge:R:1
S -0.85 -0.48 2.32 0.67
C 0.53 -0.52 1.41 -1.22
H 2.43 -1.29 0.53 -0.11
H 1.23 2.20 -0.87 0.06
S 1.93 -1.57 1.74 0.78
C 0.78 0.43 0.47 -0.35
H -3.31 -0.42 -2.38 -0.19
C 1.23 1.40 -0.13 0.16
H -1.91 0.78 -1.31 -0.20
S -2.06 -0.51 -1.78 0.41
```



4.
C3H4Se | ωB97M-V with the def2-TZVPD basis set

The SMILES is C#CC[SeH]. For the frontier orbital gap, the calculation gives 9.3 eV. The calculation puts the highest occupied orbital energy at -0.3283 Eh. For the total energy, the calculation gives -2518.0285 hartree.

Structure (XYZ):
```
8
Properties=species:S:1:pos:R:3:lowdin_charge:R:1
C -1.11 1.40 -0.43 0.09
H 1.80 0.29 -0.55 -0.11
H 0.35 -0.80 1.45 0.09
H -0.78 -1.70 0.41 0.06
C -0.08 -0.86 0.41 -0.50
C -0.61 0.40 0.03 -0.32
H -1.07 2.46 -0.40 0.03
Se 1.50 -1.18 -0.93 0.66
```



5.
C3H5AgFO2 | ωB97M-V with the def2-TZVPD basis set

For the frontier orbital gap (spin up / spin down), the calculation gives 8.3 / 7.1 eV. The calculation puts the highest occupied orbital energy (spin up / spin down) at -0.2840 / -0.2822 Eh. The spin multiplicity is 2. For the total energy, the calculation gives -514.4497 hartree.

Structure (XYZ):
```
12
Properties=species:S:1:pos:R:3:lowdin_spin:R:1
H 2.61 0.36 -1.63 0.00
C -2.23 -0.63 -0.26 0.19
H -2.90 1.37 -0.58 0.01
H 2.94 1.84 -0.84 0.00
C -2.05 0.72 -0.33 0.20
H 3.98 0.60 -0.27 0.00
H -3.19 -1.09 -0.53 0.01
C 2.98 0.76 -0.69 0.00
F 2.13 0.12 0.35 0.00
O -1.25 -1.43 0.20 0.26
O -1.01 1.29 0.32 0.29
Ag 0.18 -0.20 0.67 0.03
```



6.
C3H5AgO3 | ωB97M-V with the def2-TZVPD basis set

The total charge is +1. For the frontier orbital gap (spin up / spin down), the calculation gives 5.4 / 9.3 eV. The calculation puts the highest occupied orbital energy (spin up / spin down) at -0.4260 / -0.5699 Eh. The spin multiplicity is 2. For the total energy, the calculation gives -489.6148 hartree.

Structure (XYZ):
```
12
Properties=species:S:1:pos:R:3:lowdin_spin:R:1
O -1.70 -0.63 -1.99 0.01
H 1.03 -0.78 2.36 0.03
H 1.46 0.09 -0.09 0.04
C 0.53 0.15 0.50 0.58
H 0.52 1.26 -1.27 0.02
C -1.09 0.25 -1.44 0.05
O -0.28 1.07 -2.01 0.03
H 1.19 1.00 2.32 0.02
Ag -1.11 -2.69 -2.75 0.00
O -0.71 -0.12 -0.03 0.15
H -0.42 0.25 2.42 0.00
C 0.59 0.15 1.98 0.08
```